Entry from the Open Molecules 2025 dataset: a structure of composition C19H42NO2P3SeW at a distorted geometry (ωB97M-V with the def2-TZVPD basis set).

Properties
Electronic energy ... -4445.2519 a.u.
Net charge ... +4
LUMO (alpha / beta) ... -14.78 / -15.34 eV
Kohn-Sham gap (alpha / beta) ... 4.4 / 3.8 eV
HOMO level (alpha / beta) ... -0.705 / -0.705 Ha
Multiplicity ... 3

```
69
C19H42NO2P3SeW, DFT ωB97M-V with the def2-TZVPD basis set
W -0.27 -0.01 -0.88
P 1.29 -1.66 -1.98
P 1.28 1.72 -0.56
P -1.01 -1.49 0.77
H -3.43 4.45 1.26
C -3.17 3.97 2.23
C -2.29 2.99 2.43
H -1.39 2.78 1.81
C 0.81 -1.93 -3.77
C 3.13 -1.40 -2.16
C 1.40 -3.43 -1.38
C 0.90 3.24 0.33
C 3.04 1.47 -0.08
C 1.40 2.29 -2.30
C -2.24 -1.05 2.02
C 0.15 -2.54 1.71
C -1.98 -2.69 -0.25
H -3.74 4.41 3.13
H -2.35 2.27 3.26
H 1.51 -2.60 -4.31
H 0.79 -0.97 -4.31
H -0.20 -2.37 -3.84
H 3.58 -2.12 -2.86
H 3.69 -1.47 -1.21
H 3.33 -0.40 -2.57
H 1.88 -4.11 -2.11
H 0.41 -3.85 -1.18
H 1.95 -3.51 -0.43
H 1.68 3.96 0.07
H 0.93 2.99 1.41
H -0.09 3.60 0.02
H 3.49 2.47 0.10
H 3.58 0.96 -0.89
H 3.04 0.90 0.86
H 1.57 3.37 -2.28
H 0.49 2.10 -2.87
H 2.23 1.82 -2.83
H -2.60 -1.97 2.48
H -3.11 -0.57 1.55
H -1.83 -0.36 2.77
H -0.10 -2.41 2.76
H 1.20 -2.27 1.55
H -0.01 -3.59 1.41
H -2.77 -3.11 0.38
H -1.36 -3.51 -0.64
H -2.45 -2.18 -1.10
C -3.20 1.36 -2.51
C -3.22 2.12 -1.33
C -4.42 2.02 -0.60
C -5.58 1.67 -1.31
C -5.58 1.30 -2.66
C -4.35 1.09 -3.27
Se -1.61 0.28 -2.85
H -2.04 0.07 -0.90
H -2.27 2.61 -1.05
H -4.40 2.16 0.48
H -6.59 1.69 -0.87
H -6.51 1.17 -3.20
H -4.15 0.64 -4.25
N 4.78 -2.05 4.05
C 4.19 -0.68 4.06
C 3.29 -0.69 2.85
O 2.43 0.21 2.76
O 3.57 -1.64 2.03
H 4.22 -2.66 4.66
H 5.76 -2.02 4.39
H 4.67 -2.38 3.06
H 3.64 -0.51 4.98
H 4.98 0.06 3.96
```